153
Properties=species:S:1:pos:R:3:forces:R:3 method="wB97M-V/def2-TZVPD" charge=-1 homo_lumo_gap_ev=8.34 e_above_lowest_kj_mol=0.0 homo_ev=-6.78
O -1.6168 1.3239 -3.1651 -0.2487 -0.5760 0.3657
O -1.7178 -0.4621 -0.1842 0.3213 -0.0310 -0.2983
O -4.0037 -6.0137 0.2351 -0.5945 0.2072 0.1634
O 8.5721 3.2000 1.7507 -0.3169 0.3191 -0.1693
O -0.1891 0.6415 -1.5955 0.3247 -0.0864 0.4935
O 0.0986 0.6683 0.8621 0.6455 -0.6775 0.0967
O -1.2246 -5.2739 3.3880 0.0136 0.0461 0.2489
O 3.2315 -0.5138 -2.4082 0.8949 -0.5208 0.1848
O 5.8173 -2.5256 2.1865 -0.3300 0.3354 0.7905
O 2.0280 -2.2692 0.9656 -0.2990 0.1944 1.1168
O 3.9589 -0.1362 5.8297 -0.6494 -0.0356 0.4891
O -4.6360 -0.7901 -5.5972 0.5105 -0.1566 0.5920
O -0.8617 4.1833 2.9484 -0.1613 -0.1118 -0.6543
O -6.8905 -0.6112 -3.0160 0.3911 0.0082 -0.3419
O -3.5862 -0.1210 -1.3722 0.5127 -0.2171 -0.1304
O 1.4448 2.2027 -5.8890 -0.0007 -0.6758 0.1702
O 2.5827 4.1530 6.0994 -0.0802 -0.9323 -1.0987
O 1.5856 0.2664 2.5172 -0.4672 0.2356 -0.0120
O -1.1493 5.0493 -1.7605 0.2935 0.5040 -0.4204
O -5.4774 4.2445 -2.9730 0.1779 -0.7370 -0.4747
O 0.5555 -1.2985 -0.3629 -0.1189 -0.0130 0.7653
N 2.3845 0.2864 7.4383 0.2802 -0.3124 0.1998
N 1.7919 3.0091 4.2457 -0.0917 -0.0675 -0.2573
N 0.8655 4.9763 4.9490 -1.2609 -0.2828 -1.4283
N 5.9394 -1.5283 4.2236 1.4442 0.1189 0.2186
N 3.1441 0.6964 -5.5430 0.3893 -0.7010 -0.1373
N -0.1356 3.7393 -3.2809 -0.4123 -0.4376 0.3397
N -3.7757 3.4150 -1.7451 0.2844 0.3112 -0.1925
N -7.3031 -2.6853 -3.8405 0.3560 -0.0294 -0.2585
N 1.6133 1.0382 -3.9376 -1.4397 0.2448 0.2749
N -5.8936 1.8790 -5.8501 -0.3341 -1.2441 0.4546
N 3.9168 -1.8484 3.2688 -0.3687 0.1525 -0.2011
N 6.3780 1.8601 0.5041 0.8588 1.1145 -0.7049
N -5.2229 -2.5635 1.1625 -0.1498 -0.6191 -0.8355
N -5.5996 -2.3677 -2.3481 0.3183 0.2355 -0.2546
N 1.7931 0.0113 5.2508 -0.4701 -0.3366 -0.5497
N 1.3574 -4.4135 3.8254 -0.7213 0.2428 -0.0661
N -0.9017 3.4286 0.7992 -0.0307 -0.9747 -0.2916
N -5.3073 1.9755 -2.5609 -0.4759 0.4797 -0.6476
N 4.6540 1.1615 -1.7219 0.0019 -0.5252 -0.7712
N 4.1879 -0.5340 -0.3370 -0.4700 -1.2206 -0.0884
N -1.1594 5.6269 1.1855 -0.0193 0.4395 -0.1156
N 0.0472 5.9954 -3.4886 -0.2356 0.2677 0.3361
C 1.7946 4.0222 5.1382 1.1196 1.4340 2.4068
C -1.3672 0.7038 -2.1646 -0.7276 0.0823 -0.0237
C -3.9027 0.4190 -5.3110 -0.4839 -0.4640 -2.5170
C -4.8749 3.2651 -2.5300 -0.6604 0.3680 1.2302
C -4.7258 -5.0288 0.9638 -1.2073 0.5804 -0.4301
C -4.5032 1.4979 -6.2406 -0.7219 1.3907 2.6548
C -0.9696 4.3930 1.7289 0.0442 0.5665 0.4187
C 5.0019 2.2250 2.4697 0.2511 -0.0766 0.5365
C 7.4034 3.0118 2.5234 0.1268 -0.7400 0.7666
C -2.3654 -6.0830 3.5839 0.0609 0.5753 -0.4030
C -4.4048 -6.1583 -1.1267 1.2839 -0.1258 0.4710
C 9.6816 3.5386 2.5426 0.7545 -0.2405 -0.3928
C -2.9106 -3.2962 1.0351 0.9023 -0.1636 -0.5664
C 0.9469 -0.0651 1.5590 0.8784 -0.3943 -0.0403
C 2.1415 -5.5246 1.7957 -0.3090 -0.2424 -0.1939
C -0.2158 -5.8521 2.6009 0.2543 -0.1839 -0.3734
C 6.1689 2.7596 1.6388 -0.2832 -0.0609 1.1540
C -2.3887 -0.0530 -1.2199 -0.1763 0.6448 -0.2763
C 1.2108 -1.4100 0.7967 0.1867 0.4287 -2.0977
C -3.6641 2.7374 -5.9757 0.8578 0.2138 -1.2760
C 1.9830 1.3244 -5.1999 0.7355 1.4052 0.2180
C 5.2670 -1.9797 3.1557 -0.4885 -0.8697 -1.3411
C -6.5692 -1.7822 -3.1210 -1.0206 -0.0673 1.2500
C -3.8277 -1.9199 -5.3490 0.2978 0.2470 0.6953
C -0.4650 4.9452 -2.7955 -0.0694 -0.1529 0.5771
C -4.3323 -3.6007 0.5900 0.9873 0.2369 0.6041
C 0.9624 -4.8697 2.4734 -0.8962 -0.1800 0.4628
C 4.0203 -0.0460 -1.5772 -0.6433 2.0802 0.3284
C 2.7748 0.0329 6.1649 0.9804 0.3503 -0.2869
B -0.2605 -0.1136 -0.3430 -1.0071 -0.1127 -0.0541
H 2.0278 -0.1255 4.2737 -0.2465 0.2130 0.4349
H -5.3801 -6.6230 -1.2724 -0.2308 0.2082 0.2363
H 5.9161 3.7744 1.3254 -0.2139 -0.2749 -0.9075
H 0.6196 5.8293 -4.2927 0.0418 0.1607 -0.0882
H 1.4595 0.6068 7.6472 -0.0069 0.0507 0.0815
H -3.3860 4.3368 -1.6631 0.3418 -0.1249 0.0291
H -4.0026 3.5853 -6.5759 0.0346 -0.0706 -0.1145
H -6.1569 1.8092 -3.0706 0.0888 -0.3570 0.0929
H -2.7088 -6.5257 2.6428 0.0622 -0.0332 -0.0736
H -2.7845 -3.0095 2.0790 -0.4147 0.1630 0.0079
H 9.4892 4.3721 3.2214 -0.1640 -0.0868 0.1377
H -4.7187 1.2051 -2.2832 -0.2665 0.0081 -0.0463
H 4.4581 1.6790 -2.5606 0.0838 0.0470 0.0754
H -5.1396 -1.8100 -1.6483 0.0938 0.1653 -0.2228
H 3.6079 0.1898 -4.8037 0.0384 -0.0963 -0.1514
H 4.5429 2.9770 3.1115 0.1597 0.0997 0.0382
H 0.1664 4.8108 4.2185 0.1289 0.5004 0.3182
H -1.1830 3.6159 -0.1544 0.2736 0.1919 0.0539
H 7.2521 3.8578 3.2051 -0.2504 0.3463 -0.3446
H 0.9873 2.9073 3.6468 0.1451 -0.1410 -0.1421
H 10.5065 3.8270 1.8884 -0.2346 0.1809 -0.2229
H -3.5407 -1.9744 -4.2904 -0.3359 -0.1256 0.1643
H 5.3788 1.4270 3.1169 -0.1714 -0.1069 0.0314
H -0.1260 6.9281 -3.1635 0.0256 -0.0375 -0.0468
H 4.7237 -0.0525 0.3581 0.0469 -0.1095 0.1192
H 5.2397 1.5244 -0.9644 -0.2498 0.0774 -0.2895
H 3.6412 -1.3517 -0.1241 0.3862 -0.1308 0.3354
H 2.9365 -4.7869 1.7047 0.2782 -0.3368 0.0353
H -5.8072 -5.0966 0.7782 -0.1107 -0.3661 -0.2700
H -2.2022 -6.8840 4.3092 0.0559 0.0656 0.1304
H -3.6768 3.0888 -4.9445 -0.2003 -0.4105 0.1415
H -3.3202 2.5994 -1.3901 0.2482 0.1398 0.1657
H 7.5618 2.1927 3.2412 0.0191 -0.4126 -0.2895
H -6.1263 -2.6840 0.7035 -0.1586 0.0107 0.2844
H -4.3181 -3.5053 -0.5023 -0.0769 -0.3554 0.0229
H -4.8901 -1.6992 0.7366 0.0560 0.2211 0.4408
H 0.7593 1.4745 -3.6361 0.0541 -0.1355 -0.0638
H 6.7990 0.9542 0.6963 -0.0682 0.1112 0.7291
H -4.5825 1.1487 -7.2675 0.6337 0.0060 -0.0592
H 5.5604 -0.8705 4.8884 -0.1014 -0.2461 0.1079
H 0.8506 0.2836 5.4630 0.0085 -0.0048 0.0017
H -0.7186 2.9827 -2.9100 0.5418 0.3682 -0.7084
H 2.4512 2.2639 4.3606 -0.1050 -0.0882 0.0768
H -4.3586 -2.8275 -5.6278 -0.0676 0.0551 -0.0980
H 4.1995 1.8116 1.8593 0.1088 0.0885 -0.2277
H -0.6519 2.4849 1.0657 -0.1202 0.3787 0.0476
H -4.2897 -5.2142 -1.6616 -0.3417 0.0442 -0.1085
H 0.4614 -4.2429 4.2839 0.1508 -0.2228 0.2984
H -5.9529 2.6922 -5.2440 0.5745 0.2644 -0.2615
H 1.7054 -3.4621 3.7276 0.5259 -0.1821 0.0235
H 3.6879 0.9717 -6.3383 -0.2677 0.1793 -0.0740
H 10.0830 2.6666 3.0700 -0.3598 -0.0017 0.4051
H -2.6263 2.5094 -6.2409 0.0733 0.3313 0.0127
H 1.9205 -5.9528 0.8147 -0.1935 0.4156 -0.1669
H -2.2352 -4.1450 0.8969 -0.2455 -0.2306 -0.0822
H -0.6372 -6.0836 1.6126 0.1545 0.1309 -0.1609
H -3.1176 -5.3662 3.9111 -0.2287 -0.3692 0.2901
H 3.3303 -2.1295 2.4980 0.1979 0.2123 -0.1335
H -2.8503 -1.8649 -5.8425 -0.1851 0.0100 -0.5508
H -0.9669 5.7662 0.2062 -0.1999 -0.1672 -0.1978
H 0.5659 -3.9971 1.9467 0.1330 -0.2246 -0.5163
H 3.6008 -1.1031 3.8656 -0.0148 -0.2080 0.1994
H 0.8200 5.7923 5.5214 0.2479 -0.1331 0.3173
H 6.9225 -1.7310 4.1367 -0.0211 0.4480 0.3453
H 0.1032 -6.8223 3.0074 0.1552 0.1051 0.2991
H -6.1830 1.1364 -5.2131 -0.5492 -0.1111 -0.4060
H 1.9936 0.3159 -3.3333 0.3346 0.0798 -0.3079
H -3.6413 -6.8218 -1.5324 -0.1654 -0.1035 -0.2072
H 3.0970 0.3187 8.1432 -0.0257 0.1724 -0.0266
H -8.1935 -2.4004 -4.1998 0.1085 0.0374 -0.2080
H -4.6550 -5.2105 2.0346 0.5681 -0.0424 -0.0153
H 0.2772 3.6553 -4.1967 -0.0611 -0.3997 -0.1436
H -3.8523 0.7155 -4.2664 -0.3170 -0.1731 0.0666
H -2.4970 -2.5323 0.3734 -0.0344 0.1910 0.4239
H 7.0934 2.3404 -0.0416 -0.0213 -0.3366 -0.2933
H -5.4819 -3.3615 -2.3204 -0.0180 -0.0311 0.0185
H -2.8916 0.2420 -5.6937 0.2552 0.1438 0.2978
H -1.2721 6.4583 1.7337 0.0851 -0.2917 0.4102
H 2.4051 -6.3981 2.3954 0.4907 0.2957 0.2285
H -6.9853 -3.6315 -3.9155 -0.2657 -0.1038 -0.1517